Record 1
The following is a DFT calculation (ωB97M-V with the def2-TZVPD basis set) of a 11-piece molecular cluster, C46H56Cl8O24 overall.

The energy above the lowest of the compared OMol25 structures with the same formula, charge and spin comes out at 0.0 kJ/mol. As for the total energy: -197924.675 eV. As for the HOMO energy: -9.560 eV. The LUMO energy is -0.065 Eh. As for the SMILES: O=C1C=C(O)C(=O)C=C1O.O=C1C=C(O)C(=O)C=C1O.O=C1C=C(O)C(=O)C=C1O.O=C1C=C(O)C(=O)C=C1O.O=C1C=C(O)C(=O)C=C1O.COCCOC.COCCOC.ClCCCl.ClCCCl.ClCCCl.ClCCCl.

```
! RIJCOSX wB97M-V def2-TZVPD def2/J DEFGRID3
* xyz 0 1
O -2.06 4.69 3.88
C -1.11 4.09 4.31
C -0.13 4.71 5.25
C 1.03 4.10 5.56
O 1.85 4.65 6.47
C 1.46 2.79 5.00
O 2.57 2.34 5.18
C 0.38 2.12 4.28
C -0.75 2.70 3.89
O -1.65 2.07 3.13
H -0.37 5.64 5.75
H 2.65 4.11 6.52
H 0.62 1.10 3.98
H -2.50 2.53 3.18
O -4.09 1.78 -5.02
C -3.91 2.17 -3.90
C -4.19 1.38 -2.68
C -3.86 1.83 -1.47
O -3.94 1.03 -0.40
C -3.14 3.13 -1.23
O -2.62 3.43 -0.17
C -3.03 3.97 -2.39
C -3.39 3.55 -3.62
O -3.16 4.32 -4.69
H -4.57 0.38 -2.82
H -3.72 1.54 0.40
H -2.53 4.93 -2.34
H -3.42 3.79 -5.47
O 5.96 -0.42 -3.80
C 5.73 -1.17 -2.88
C 4.42 -1.72 -2.51
C 4.22 -2.40 -1.38
O 3.00 -2.83 -1.03
C 5.29 -2.70 -0.35
O 5.08 -3.20 0.72
C 6.61 -2.24 -0.77
C 6.85 -1.62 -1.93
O 8.08 -1.31 -2.35
H 3.55 -1.48 -3.10
H 3.04 -3.20 -0.14
H 7.52 -2.53 -0.25
H 7.97 -0.83 -3.19
O -0.68 0.42 -3.10
C 0.08 0.80 -3.96
C -0.43 1.45 -5.19
C 0.41 1.98 -6.10
O -0.07 2.75 -7.09
C 1.87 1.71 -6.09
O 2.57 1.96 -7.05
C 2.37 1.20 -4.81
C 1.57 0.74 -3.84
O 2.09 0.29 -2.69
H -1.50 1.51 -5.30
H 0.51 2.63 -7.87
H 3.43 1.10 -4.60
H 1.49 0.41 -1.92
O -0.44 8.16 -1.42
C 0.09 7.16 -1.84
C -0.38 6.47 -3.04
C 0.27 5.46 -3.63
O -0.24 4.84 -4.71
C 1.55 4.96 -3.09
O 2.19 4.06 -3.56
C 2.03 5.62 -1.83
C 1.37 6.63 -1.26
O 1.80 7.19 -0.12
H -1.38 6.71 -3.37
H 0.49 4.47 -5.23
H 2.96 5.17 -1.49
H 1.09 7.76 0.23
C 0.42 -2.71 0.96
O 0.75 -1.36 0.76
C -0.40 -0.56 0.57
C 0.01 0.88 0.66
O 0.79 1.24 -0.47
C 0.73 2.63 -0.76
H -0.07 -3.19 0.10
H -0.43 -2.82 1.66
H 1.26 -3.36 1.18
H -1.24 -0.80 1.23
H -0.83 -0.78 -0.42
H 0.58 1.08 1.57
H -0.92 1.46 0.59
H -0.30 2.98 -0.84
H 1.30 2.75 -1.68
H 1.19 3.21 0.05
C -5.76 -3.93 1.82
O -5.80 -4.68 2.99
C -5.06 -5.87 2.96
C -3.54 -5.68 3.04
O -3.24 -5.01 4.24
C -1.88 -4.75 4.42
H -6.37 -3.03 1.97
H -6.24 -4.42 0.96
H -4.79 -3.57 1.47
H -5.24 -6.49 2.08
H -5.38 -6.42 3.84
H -3.23 -5.10 2.17
H -3.05 -6.66 2.97
H -1.38 -4.25 3.57
H -1.30 -5.69 4.46
H -1.70 -4.17 5.31
Cl -4.44 -0.34 2.51
C -3.59 -1.11 3.86
C -4.46 -2.05 4.66
Cl -5.68 -1.08 5.59
H -3.21 -0.30 4.48
H -2.74 -1.66 3.45
H -3.89 -2.55 5.44
H -5.05 -2.70 4.02
Cl -1.14 -4.48 -3.30
C -1.33 -2.72 -3.62
C -2.73 -2.18 -3.30
Cl -3.25 -2.54 -1.63
H -1.19 -2.56 -4.68
H -0.58 -2.25 -3.00
H -3.53 -2.53 -3.94
H -2.72 -1.10 -3.39
Cl 1.82 -5.21 4.16
C 3.40 -5.96 3.70
C 3.25 -6.65 2.36
Cl 2.96 -5.44 1.06
H 3.78 -6.65 4.45
H 4.02 -5.07 3.63
H 2.36 -7.28 2.36
H 4.08 -7.27 2.03
Cl 5.02 -0.67 2.99
C 3.48 -0.56 2.03
C 3.83 0.37 0.88
Cl 3.86 2.10 1.31
H 2.66 -0.16 2.62
H 3.29 -1.55 1.64
H 3.16 0.28 0.02
H 4.81 0.13 0.47
*
```

Mulliken atomic charge list, values in e, 4 entries:
1 O -0.6041
2 C 0.8291
3 C -0.9637
4 C 0.4860


Record 2
The following is a DFT calculation (ωB97M-V with the def2-TZVPD basis set) of C46H56N7OP2SSn as an isolated structure.

As for the total energy: -96329.459 eV. As for the HOMO energy: -9.628 eV. The LUMO energy is -0.088 Eh.

```
! RIJCOSX wB97M-V def2-TZVPD def2/J DEFGRID3
* xyz 1 1
Sn 0.03 -0.88 0.32
C -1.34 0.56 6.74
C -1.24 -0.22 5.45
C -2.37 -0.65 4.76
C -2.26 -1.31 3.55
C -1.02 -1.59 2.98
N -0.91 -2.21 1.72
C -1.12 -3.59 1.72
C -1.26 -4.31 2.92
C -1.50 -5.67 2.96
C -1.59 -6.42 1.80
C -1.80 -7.91 1.82
C -1.42 -5.74 0.60
C -1.21 -4.37 0.55
N -1.09 -3.80 -0.75
C -1.79 -4.15 -1.85
C -1.19 -3.55 -2.93
C -0.13 -2.83 -2.39
N -0.07 -2.99 -1.06
C 0.11 -1.19 3.70
C 0.00 -0.50 4.90
N 1.41 -1.44 3.17
C 2.49 -1.92 3.82
C 3.55 -1.89 2.95
C 3.03 -1.37 1.77
N 1.74 -1.09 1.91
H -2.37 0.59 7.09
H -1.01 1.59 6.58
H -0.72 0.12 7.52
H -3.35 -0.43 5.17
H -3.15 -1.62 3.01
H -1.19 -3.77 3.86
H -1.61 -6.15 3.92
H -2.18 -8.23 2.79
H -0.87 -8.45 1.64
H -2.52 -8.22 1.06
H -1.44 -6.29 -0.34
H -2.65 -4.80 -1.77
H -1.49 -3.61 -3.96
H 0.57 -2.17 -2.88
H 0.91 -0.16 5.40
H 2.41 -2.25 4.84
H 4.56 -2.22 3.14
H 3.51 -1.18 0.82
C 3.46 -1.26 -2.25
P 2.52 0.30 -2.01
C 1.59 0.36 -3.62
N 2.09 -0.29 -4.64
C 1.46 -0.19 -5.84
C 1.97 -0.88 -6.96
C 1.35 -0.76 -8.17
C 0.20 0.06 -8.31
C -0.32 0.73 -7.24
C 0.31 0.61 -5.98
N -0.21 1.26 -4.91
C 0.38 1.13 -3.75
P -0.41 1.95 -2.27
C -0.41 3.68 -2.89
C -2.23 1.48 -2.45
C -2.33 -0.03 -2.64
C -2.85 1.86 -1.10
C -2.99 2.19 -3.57
C 3.84 1.60 -2.32
C 4.77 1.29 -3.49
C 4.65 1.70 -1.02
C 3.13 2.93 -2.56
H 3.79 -1.40 -3.27
H 2.83 -2.11 -1.96
H 4.32 -1.25 -1.58
H 2.86 -1.49 -6.83
H 1.74 -1.28 -9.03
H -0.27 0.14 -9.28
H -1.19 1.35 -7.32
H -0.72 3.74 -3.94
H 0.59 4.11 -2.79
H -1.09 4.28 -2.29
H -1.80 -0.58 -1.86
H -1.92 -0.34 -3.60
H -3.37 -0.34 -2.61
H -2.36 1.35 -0.27
H -3.91 1.59 -1.09
H -2.79 2.94 -0.92
H -2.57 1.96 -4.54
H -3.00 3.27 -3.43
H -4.03 1.85 -3.55
H 5.34 0.37 -3.32
H 5.50 2.11 -3.59
H 4.23 1.20 -4.43
H 5.18 0.77 -0.80
H 4.01 1.95 -0.17
H 5.41 2.48 -1.11
H 2.57 2.93 -3.50
H 3.86 3.74 -2.62
H 2.44 3.17 -1.74
C -2.83 5.00 6.49
C -2.03 4.22 5.48
C -0.64 4.26 5.50
C 0.11 3.56 4.57
C -0.55 2.82 3.60
C -1.93 2.75 3.56
C -2.66 3.45 4.51
S 0.41 1.91 2.41
C 0.67 3.21 1.20
O -0.58 0.98 1.73
H -2.27 5.16 7.41
H -3.76 4.48 6.74
H -3.10 5.98 6.08
H -0.13 4.84 6.26
H 1.19 3.58 4.61
H -2.42 2.13 2.82
H -3.74 3.40 4.49
H -0.30 3.60 0.91
H 1.17 2.75 0.35
H 1.29 3.99 1.65
*
```

Mulliken atomic charge list, values in e, 4 entries:
1 Sn 1.4152
2 C -1.4881
3 C 0.6146
4 C -0.9868


Record 3
The following is a DFT calculation (ωB97M-V with the def2-TZVPD basis set) of C46H57BClN5O4P2ReSSb2 as an isolated structure.

The energy above the lowest of the compared OMol25 structures with the same formula, charge and spin comes out at 92.3 kJ/mol. As for the total energy: -122064.386 eV. As for the HOMO energy (alpha / beta): -12.440 / -12.438 eV. The LUMO energy (alpha / beta) is -0.179 / -0.278 Eh.

```
! RIJCOSX wB97M-V def2-TZVPD def2/J DEFGRID3
* xyz 2 4
Re 0.31 -0.52 0.06
C 0.42 2.37 3.21
Sb -0.25 0.41 2.63
C 0.38 -0.63 4.42
C -2.39 0.58 3.35
C -2.86 1.96 3.58
C -2.51 2.60 4.77
C -2.85 3.92 5.01
C -3.55 4.64 4.05
C -3.95 4.03 2.89
C -3.66 2.67 2.64
C -4.23 2.05 1.48
Sb -2.66 2.04 -0.35
C -3.73 1.89 -2.24
C -2.56 4.19 -0.38
H -0.27 2.77 3.94
H 0.45 3.03 2.34
H 1.41 2.29 3.64
H 0.18 0.01 5.27
H 1.44 -0.85 4.39
H -0.17 -1.57 4.53
H -2.33 0.04 4.29
H -3.02 0.04 2.64
H -1.98 2.04 5.52
H -2.56 4.39 5.94
H -3.79 5.68 4.22
H -4.53 4.57 2.16
H -4.99 2.64 0.99
H -4.50 1.01 1.55
H -4.42 2.73 -2.29
H -4.27 0.95 -2.32
H -2.98 1.96 -3.02
H -3.57 4.57 -0.32
H -2.09 4.49 -1.31
H -1.96 4.57 0.45
B -1.88 -1.59 -2.48
N -0.77 -0.56 -2.77
C -0.54 -0.08 -4.00
C 0.78 0.34 -4.07
C 1.31 0.07 -2.82
N 0.36 -0.47 -2.05
N -2.41 -1.48 -1.03
C -3.60 -1.96 -0.68
C -3.59 -2.22 0.68
C -2.32 -1.86 1.10
N -1.62 -1.40 0.05
H -1.37 -2.67 -2.57
H -2.79 -1.41 -3.22
H -1.30 -0.08 -4.75
H 1.29 0.78 -4.90
H 2.30 0.24 -2.47
H -4.38 -2.11 -1.40
H -4.38 -2.63 1.28
H -1.89 -1.97 2.08
C 4.30 -6.04 3.64
S 5.33 -4.57 3.44
C 5.50 -4.51 1.63
C 4.28 -3.90 0.95
C 4.07 -2.47 1.42
N 2.83 -1.86 0.95
P 2.74 -0.21 0.39
C 4.20 -0.10 -0.71
C 4.46 -1.18 -1.56
C 5.57 -1.19 -2.38
C 6.43 -0.10 -2.38
C 6.18 0.98 -1.56
C 5.07 0.98 -0.73
C 3.23 0.86 1.78
C 3.58 0.38 3.03
C 4.06 1.24 4.00
C 4.19 2.59 3.72
C 3.79 3.09 2.49
C 3.30 2.23 1.52
P 1.40 -2.63 0.42
C 1.68 -3.80 -0.95
C 1.83 -3.31 -2.25
C 2.06 -4.17 -3.30
C 2.13 -5.53 -3.08
C 1.95 -6.03 -1.80
C 1.72 -5.18 -0.74
C 0.67 -3.65 1.73
C -0.50 -4.29 1.34
C -1.22 -5.03 2.25
C -0.76 -5.13 3.56
C 0.40 -4.49 3.95
C 1.12 -3.74 3.04
H 4.14 -6.18 4.70
H 4.82 -6.90 3.23
H 3.35 -5.90 3.14
H 5.69 -5.52 1.28
H 6.39 -3.90 1.44
H 3.40 -4.49 1.21
H 4.42 -3.93 -0.13
H 4.90 -1.84 1.09
H 4.10 -2.48 2.52
H 3.78 -2.02 -1.57
H 5.76 -2.04 -3.02
H 7.29 -0.10 -3.04
H 6.84 1.83 -1.56
H 4.89 1.84 -0.09
H 3.52 -0.68 3.25
H 4.34 0.85 4.96
H 4.60 3.26 4.46
H 3.87 4.15 2.28
H 2.97 2.61 0.56
H 1.75 -2.25 -2.43
H 2.18 -3.78 -4.30
H 2.31 -6.21 -3.90
H 1.96 -7.10 -1.63
H 1.56 -5.59 0.25
H -0.83 -4.20 0.31
H -2.13 -5.52 1.96
H -1.32 -5.72 4.28
H 0.74 -4.58 4.97
H 2.04 -3.24 3.33
O 0.35 3.97 -0.64
Cl 0.48 2.65 -1.07
O -0.47 2.32 -2.06
O 1.79 2.32 -1.44
O 0.14 1.80 0.09
*
```

Mulliken atomic charge list, values in e, 4 entries:
1 Re 0.6832
2 C -0.9916
3 Sb -0.0014
4 C -1.3759


Record 4
The following is a DFT calculation (ωB97M-V with the def2-TZVPD basis set) of C46H58F10N9O3S2Si2TeV as an isolated structure.

As for the total energy: -165779.650 eV. As for the HOMO energy (alpha / beta): -1.410 / -4.592 eV. The LUMO energy (alpha / beta) is 0.069 / 0.070 Eh.

```
! RIJCOSX wB97M-V def2-TZVPD def2/J DEFGRID3
* xyz -1 4
V -0.51 0.50 -0.63
C 0.47 -2.70 -1.54
N -0.28 -1.57 -2.07
C -1.65 -1.97 -2.35
C -2.54 -1.37 -1.26
N -2.31 0.04 -1.06
C -3.30 0.87 -1.43
C -4.05 0.82 -2.64
F -3.79 -0.16 -3.54
C -4.99 1.77 -2.99
F -5.59 1.69 -4.19
C -5.30 2.81 -2.12
F -6.21 3.75 -2.47
C -4.67 2.86 -0.88
F -5.00 3.81 0.01
C -3.72 1.91 -0.55
F -3.18 1.91 0.69
C 0.37 -1.02 -3.25
C -0.20 0.37 -3.57
N 0.03 1.19 -2.40
C 0.42 2.45 -2.62
C 1.37 3.06 -1.77
F 1.95 2.25 -0.85
C 1.78 4.36 -1.87
F 2.70 4.86 -1.01
C 1.29 5.16 -2.90
F 1.70 6.45 -3.02
C 0.42 4.59 -3.83
F -0.02 5.34 -4.86
C 0.00 3.29 -3.70
F -0.89 2.83 -4.61
H 0.43 -3.57 -2.22
H 1.51 -2.41 -1.40
H 0.06 -2.98 -0.57
H -1.96 -1.62 -3.33
H -1.76 -3.06 -2.34
H -3.60 -1.58 -1.47
H -2.26 -1.86 -0.32
H 1.43 -0.90 -3.03
H 0.26 -1.68 -4.13
H 0.36 0.76 -4.43
H -1.26 0.33 -3.83
C -1.40 1.13 7.66
C -0.46 1.14 6.50
C -0.34 2.25 5.68
C 0.42 2.22 4.52
C 1.09 1.06 4.17
C 1.07 -0.02 5.04
C 0.31 0.01 6.19
S 1.85 0.78 2.56
O 2.25 -0.61 2.53
O 2.98 1.70 2.41
N 0.70 1.02 1.48
C 0.32 2.25 1.12
C 0.82 3.48 1.62
C 0.25 4.66 1.19
C -0.77 4.62 0.25
C -1.12 3.40 -0.28
N -0.60 2.25 0.13
H -1.48 2.11 8.11
H -1.08 0.41 8.42
H -2.39 0.84 7.32
H -0.87 3.16 5.93
H 0.46 3.10 3.90
H 1.67 -0.88 4.79
H 0.30 -0.85 6.85
H 1.68 3.47 2.26
H 0.61 5.60 1.57
H -1.24 5.53 -0.10
H -1.84 3.33 -1.09
N -6.53 -1.01 4.69
C -5.40 -0.25 4.92
O -5.32 0.44 5.92
C -4.33 -0.40 3.94
C -4.26 -1.44 3.00
C -3.19 -1.49 2.13
N -2.18 -0.61 2.11
C -2.25 0.38 3.01
C -3.26 0.52 3.93
H -7.32 -0.84 5.29
H -6.71 -1.38 3.78
H -4.99 -2.23 2.97
H -3.12 -2.32 1.44
H -1.43 1.09 2.98
H -3.26 1.32 4.65
C 5.27 2.34 -0.56
N 4.47 1.30 0.05
C 4.15 0.15 -0.55
S 2.66 -0.57 -0.41
N 5.07 -0.46 -1.36
C 6.47 -0.56 -0.98
H 4.64 3.21 -0.77
H 5.69 1.99 -1.49
H 6.07 2.65 0.11
H 3.83 1.60 0.79
H 4.68 -1.32 -1.74
H 6.71 0.20 -0.25
H 7.10 -0.43 -1.86
H 6.69 -1.54 -0.54
C -2.39 -4.98 0.67
Si -1.52 -5.37 2.32
C 0.04 -6.38 1.91
C -2.65 -6.53 3.36
C -1.22 -3.81 3.33
Te 0.21 -2.26 2.63
C 1.79 -3.48 3.57
Si 3.36 -3.81 2.54
C 2.94 -3.93 0.69
C 4.04 -5.54 3.08
C 4.75 -2.54 2.84
H -2.60 -5.89 0.10
H -1.77 -4.35 0.05
H -3.34 -4.47 0.81
H -0.20 -7.35 1.50
H 0.65 -6.54 2.79
H 0.66 -5.85 1.19
H -2.92 -7.42 2.82
H -3.56 -6.03 3.67
H -2.13 -6.84 4.27
H -0.86 -4.09 4.32
H -2.16 -3.29 3.50
H 1.31 -4.42 3.81
H 2.07 -3.00 4.50
H 1.90 -4.25 0.56
H 3.58 -4.61 0.14
H 3.02 -2.94 0.25
H 3.32 -6.32 2.87
H 4.26 -5.58 4.14
H 4.95 -5.79 2.54
H 4.33 -1.55 2.78
H 5.53 -2.62 2.08
H 5.22 -2.67 3.81
*
```

Mulliken atomic charge list, values in e, 4 entries:
1 V 0.3486
2 C -1.2454
3 N 1.5027
4 C -1.5810


| no. | largest force on an atom (eV/Å) |
| --- | --- |
| 1 | 2.70 |
| 2 | 0.28 |
| 3 | 2.35 |
| 4 | 3.22 |